{"formula": "C12H25N2O2PSm", "method": "ωB97M-V/def2-TZVPD", "species": ["C", "C", "N", "C", "C", "C", "C", "C", "P", "H", "H", "H", "C", "C", "H", "H", "H", "C", "C", "H", "H", "H", "H", "H", "H", "H", "H", "H", "H", "H", "H", "Sm", "H", "O", "H", "H", "N", "C", "O", "H", "H", "H", "H"], "xyz": [[1.098, -2.246, 0.658], [1.848, -1.449, -0.387], [1.295, -0.235, -0.640], [1.911, 0.703, -1.482], [3.163, 0.302, -2.079], [3.697, -0.945, -1.833], [3.039, -1.865, -0.965], [1.281, 1.936, -1.666], [-0.273, 2.175, -0.833], [3.458, -2.851, -0.746], [3.672, 1.008, -2.742], [4.642, -1.233, -2.308], [-0.918, -2.808, -0.582], [-1.038, -2.435, 1.819], [1.736, 2.702, -2.304], [1.400, -1.896, 1.661], [1.336, -3.326, 0.593], [-1.532, 2.748, -2.060], [-0.117, 3.706, 0.220], [-2.491, 2.937, -1.547], [-1.197, 3.670, -2.568], [-1.674, 1.947, -2.802], [-1.079, 3.930, 0.712], [0.655, 3.539, 0.991], [0.189, 4.574, -0.392], [-0.835, -3.503, 2.048], [-0.662, -1.805, 2.639], [-2.123, -2.285, 1.717], [-0.777, -3.895, -0.405], [-1.988, -2.581, -0.698], [-0.389, -2.509, -1.498], [-0.610, 0.152, 0.136], [-1.291, -0.182, -1.254], [0.664, 0.519, 2.097], [0.280, 1.357, 2.414], [1.464, 0.789, 1.600], [-0.379, -2.027, 0.559], [-2.823, 0.251, 2.338], [-2.702, 0.574, 0.990], [-1.826, 0.124, 2.788], [-3.425, -0.672, 2.480], [-3.339, 1.076, 2.870], [-3.338, 0.028, 0.462]], "forces_ev_per_a": [[-0.25, -0.56, 0.34], [-0.19, 0.75, -0.08], [5.17, -0.54, -2.08], [1.26, -1.82, -0.02], [-0.69, 0.79, -0.04], [-0.13, -0.76, 0.42], [0.38, 0.69, -0.58], [0.61, 0.44, -0.54], [0.28, 9.32, -4.44], [-0.15, 0.39, -0.13], [-0.16, -0.29, 0.25], [-0.41, 0.13, 0.22], [0.06, -0.31, -0.08], [0.13, -0.20, 0.06], [-0.05, -0.34, 0.16], [0.07, -0.19, -0.36], [-0.03, 0.45, 0.02], [0.24, -0.02, -0.52], [0.52, -0.04, 0.06], [0.46, -0.10, -0.10], [-0.17, -0.34, 0.25], [-0.02, 0.36, 0.27], [0.36, -0.18, -0.29], [-0.28, 0.22, -0.22], [-0.17, -0.38, 0.25], [-0.17, 0.54, -0.06], [-0.11, -0.33, -0.15], [0.36, -0.23, 0.04], [-0.13, 0.50, -0.10], [0.33, -0.17, -0.08], [-0.30, -0.19, 0.20], [-4.28, -4.11, 10.65], [-3.21, -0.94, -6.41], [1.06, 1.03, 0.80], [0.40, -0.19, 0.45], [0.04, -0.11, 0.67], [1.25, -3.71, 0.42], [-1.16, -0.08, 2.42], [-1.88, -0.52, -1.91], [-0.30, -0.07, -0.05], [0.53, 0.60, 0.05], [0.31, -0.47, -0.21], [0.38, 0.97, 0.44]], "mulliken_charge": [-0.987, 0.811, 0.273, 0.875, -1.029, -0.364, -0.968, -0.938, 0.837, 0.516, 0.453, 0.454, -0.935, -0.953, 0.474, 0.349, 0.535, -1.277, -1.271, 0.410, 0.449, 0.344, 0.407, 0.355, 0.441, 0.352, 0.390, 0.276, 0.351, 0.364, 0.392, 0.338, -0.086, -0.560, 0.377, 0.346, 0.127, -0.580, -0.545, 0.216, 0.327, 0.254, 0.401], "lumo_ev": [-6.7, -8.7], "s2": 12.06, "total_energy_ha": -1730.74665, "homo_ev": [-15.054, -15.054], "homo_lumo_gap_ha": [0.3066, 0.2325], "charge": 2, "multiplicity": 7}

=====

{"formula": "C54H56Ge2ReS4", "method": "ωB97M-V/def2-TZVPD", "species": ["Re", "C", "C", "C", "C", "C", "C", "H", "H", "H", "H", "H", "H", "C", "C", "C", "C", "C", "C", "C", "C", "C", "C", "C", "C", "C", "C", "C", "Ge", "S", "S", "Ge", "S", "S", "C", "C", "C", "C", "C", "C", "C", "C", "C", "C", "C", "C", "C", "C", "C", "C", "C", "C", "C", "C", "C", "C", "C", "C", "C", "C", "C", "C", "C", "C", "C", "C", "C", "H", "H", "H", "H", "H", "H", "H", "H", "H", "H", "H", "H", "H", "H", "H", "H", "H", "H", "H", "H", "H", "H", "H", "H", "H", "H", "H", "H", "H", "H", "H", "H", "H", "H", "H", "H", "H", "H", "H", "H", "H", "H", "H", "H", "H", "H", "H", "H", "H", "H"], "xyz": [[-1.309, -1.080, 1.981], [-3.642, -3.312, 2.907], [-4.550, -2.274, 3.024], [-4.170, -1.063, 3.612], [-2.891, -0.908, 4.128], [-1.966, -1.973, 4.046], [-2.343, -3.164, 3.404], [-3.937, -4.246, 2.448], [-5.563, -2.401, 2.665], [-4.880, -0.250, 3.684], [-2.620, 0.006, 4.643], [-1.037, -1.932, 4.605], [-1.643, -3.989, 3.359], [0.072, 5.395, 2.423], [-0.303, 4.642, 1.176], [0.527, 4.627, 0.064], [0.175, 3.973, -1.112], [1.087, 4.109, -2.306], [-1.030, 3.252, -1.162], [-1.913, 3.302, -0.064], [-3.320, 2.743, -0.080], [-1.523, 3.985, 1.082], [-1.463, 2.582, -2.423], [-1.707, 3.331, -3.570], [-2.344, 2.766, -4.665], [-2.820, 1.465, -4.611], [-2.577, 0.660, -3.503], [-1.818, 1.223, -2.471], [-1.207, 0.061, -1.059], [-2.579, -1.299, 0.114], [0.757, -0.891, -1.578], [1.496, -0.803, 0.489], [0.533, -2.378, 1.794], [-0.247, 0.752, 1.022], [3.298, -0.338, 0.961], [3.631, -0.039, 2.292], [4.937, 0.359, 2.553], [5.885, 0.416, 1.542], [5.552, 0.049, 0.250], [4.251, -0.322, -0.071], [3.933, -0.801, -1.449], [3.753, -2.171, -1.678], [3.890, -3.193, -0.572], [3.461, -2.603, -2.969], [3.346, -1.717, -4.029], [3.013, -2.198, -5.416], [3.560, -0.363, -3.782], [3.863, 0.110, -2.515], [4.057, 1.588, -2.289], [2.702, -0.220, 3.448], [1.928, 0.843, 3.912], [1.959, 2.207, 3.263], [1.150, 0.666, 5.059], [1.156, -0.527, 5.767], [0.390, -0.678, 7.057], [1.936, -1.575, 5.280], [2.713, -1.443, 4.139], [3.571, -2.594, 3.680], [-3.268, -0.655, -3.316], [-2.614, -1.880, -3.491], [-1.250, -1.993, -4.130], [-3.287, -3.064, -3.193], [-4.607, -3.067, -2.778], [-5.335, -4.349, -2.476], [-5.260, -1.841, -2.677], [-4.623, -0.636, -2.936], [-5.418, 0.638, -2.775], [0.983, 5.973, 2.282], [0.230, 4.714, 3.261], [-0.725, 6.081, 2.713], [1.466, 5.169, 0.096], [2.111, 4.291, -1.982], [0.794, 4.969, -2.912], [1.071, 3.231, -2.951], [-3.724, 2.645, -1.085], [-3.975, 3.409, 0.480], [-3.391, 1.762, 0.399], [-2.215, 4.039, 1.917], [-1.465, 4.385, -3.575], [-2.528, 3.366, -5.546], [-3.390, 1.055, -5.436], [5.206, 0.620, 3.569], [6.897, 0.722, 1.772], [6.310, 0.019, -0.524], [4.764, -2.996, 0.050], [3.986, -4.193, -0.990], [3.020, -3.214, 0.095], [3.327, -3.664, -3.149], [2.753, -3.255, -5.420], [3.861, -2.059, -6.088], [2.177, -1.635, -5.833], [3.498, 0.340, -4.606], [4.125, 2.118, -3.237], [4.957, 1.803, -1.716], [3.215, 2.002, -1.725], [2.550, 2.223, 2.349], [2.391, 2.940, 3.947], [0.953, 2.557, 3.024], [0.579, 1.509, 5.438], [-0.320, 0.135, 7.203], [1.076, -0.672, 7.905], [-0.150, -1.626, 7.094], [1.962, -2.513, 5.826], [3.284, -3.513, 4.189], [4.624, -2.407, 3.898], [3.496, -2.756, 2.603], [-0.825, -1.024, -4.393], [-1.333, -2.566, -5.055], [-0.546, -2.533, -3.499], [-2.767, -4.007, -3.325], [-4.671, -5.210, -2.538], [-6.153, -4.503, -3.181], [-5.775, -4.322, -1.478], [-6.304, -1.823, -2.380], [-6.114, 0.543, -1.942], [-6.014, 0.834, -3.669], [-4.796, 1.513, -2.603]], "forces_ev_per_a": [[0.18, -0.43, -0.37], [0.03, 0.00, -0.05], [0.00, 0.01, 0.01], [0.02, 0.07, -0.15], [-0.05, 0.06, 0.11], [-0.20, -0.14, 0.35], [0.03, 0.02, -0.04], [0.01, 0.00, -0.01], [0.01, 0.02, -0.03], [-0.01, -0.01, 0.01], [0.04, -0.03, 0.03], [0.17, 0.10, -0.07], [0.00, 0.00, -0.02], [-0.04, -0.04, -0.02], [0.01, 0.03, 0.03], [0.05, -0.03, 0.01], [0.11, -0.16, -0.01], [0.01, -0.05, 0.09], [0.05, 0.18, -0.09], [-0.07, 0.09, -0.06], [0.10, -0.02, -0.04], [0.01, -0.03, 0.05], [-0.24, -0.12, -0.17], [-0.12, 0.02, 0.09], [0.01, 0.01, 0.00], [0.09, -0.26, -0.14], [-0.05, 0.22, 0.02], [-0.21, 0.26, 0.52], [0.48, -0.32, 0.26], [-0.06, -0.03, 0.14], [-0.09, -0.12, -0.29], [-0.35, 0.25, -0.05], [-0.34, 0.12, 0.04], [0.13, 0.37, 0.08], [0.02, 0.01, 0.01], [0.18, -0.15, -0.17], [-0.07, 0.07, 0.08], [0.00, 0.01, 0.01], [0.02, -0.01, -0.04], [0.00, -0.18, 0.06], [0.03, 0.07, 0.03], [-0.01, -0.04, 0.03], [0.01, 0.08, -0.03], [-0.04, -0.04, 0.02], [-0.04, -0.03, -0.10], [0.04, 0.04, 0.05], [0.04, 0.04, 0.02], [0.00, 0.04, 0.02], [-0.10, -0.08, 0.03], [0.02, 0.19, -0.10], [-0.08, 0.17, -0.06], [-0.01, -0.04, 0.04], [-0.10, 0.00, -0.02], [-0.09, -0.03, 0.01], [0.04, 0.01, -0.10], [0.01, -0.07, -0.04], [-0.05, -0.07, 0.01], [-0.02, 0.05, 0.03], [0.19, -0.04, -0.06], [0.12, -0.02, -0.22], [0.01, 0.07, -0.03], [0.03, 0.00, 0.03], [-0.01, -0.07, 0.02], [0.01, 0.07, -0.02], [-0.05, 0.04, 0.05], [-0.01, 0.00, 0.31], [0.02, -0.04, -0.03], [0.01, 0.00, 0.00], [0.00, 0.02, 0.01], [0.01, 0.01, -0.01], [-0.01, 0.00, 0.00], [0.00, -0.04, -0.01], [-0.02, -0.02, -0.03], [0.01, -0.02, 0.00], [0.04, 0.02, -0.01], [0.00, -0.01, -0.01], [0.03, -0.09, -0.01], [-0.01, 0.02, -0.02], [0.04, 0.02, -0.01], [-0.02, 0.01, 0.01], [-0.04, 0.04, 0.01], [0.03, -0.05, 0.00], [0.00, -0.02, 0.01], [-0.01, 0.06, -0.01], [-0.01, 0.00, 0.01], [0.00, 0.00, 0.00], [-0.01, -0.02, 0.00], [0.00, 0.01, 0.01], [0.00, 0.00, 0.01], [0.01, 0.00, 0.01], [0.00, -0.01, 0.01], [-0.01, 0.00, 0.01], [-0.04, 0.00, 0.00], [0.04, 0.00, -0.01], [0.01, 0.01, -0.01], [-0.02, 0.00, -0.03], [0.04, -0.02, 0.00], [-0.02, -0.04, -0.01], [-0.01, -0.02, -0.02], [0.00, 0.00, -0.01], [0.00, 0.00, 0.00], [-0.01, -0.01, 0.02], [0.00, 0.00, 0.00], [0.01, -0.01, -0.01], [0.00, 0.01, -0.02], [0.01, 0.00, 0.00], [0.03, 0.01, 0.08], [-0.04, 0.04, -0.01], [0.05, -0.01, 0.06], [-0.01, 0.01, -0.02], [0.00, 0.01, 0.00], [0.01, 0.00, -0.01], [0.00, -0.01, 0.00], [0.01, 0.00, 0.00], [-0.01, 0.01, -0.01], [0.03, 0.01, -0.02], [0.02, -0.03, -0.02]], "mulliken_charge": [0.926, -0.742, -0.433, -0.712, 0.084, -1.050, 0.039, 0.463, 0.476, 0.487, 0.515, 0.648, 0.505, -1.419, 0.507, -0.970, 0.712, -2.154, 1.250, 0.971, -1.595, -0.669, -0.137, -0.488, -1.385, -0.477, -0.201, 1.256, -0.083, -0.278, -0.011, 0.128, -0.306, -0.539, 0.730, -0.704, 0.035, -1.248, 0.012, -0.690, 0.400, 1.299, -1.250, -1.430, 0.446, -1.557, -1.120, 1.239, -1.566, 0.889, 0.407, -1.516, -0.666, 0.156, -1.517, -0.615, 0.882, -1.377, -0.476, 1.907, -2.070, -1.045, 0.771, -1.511, -1.108, 1.256, -1.555, 0.384, 0.243, 0.406, 0.411, 0.500, 0.404, 0.399, 0.075, 0.618, 0.041, 0.520, 0.558, 0.465, 0.585, 0.626, 0.454, 0.627, 0.265, 0.598, 0.155, 0.387, 0.382, 0.401, 0.347, 0.455, 0.483, 0.362, 0.158, 0.257, 0.648, -0.108, 0.528, 0.403, 0.380, 0.367, 0.477, 0.451, 0.364, 0.122, 0.369, 0.524, 0.331, 0.437, 0.380, 0.352, 0.336, 0.499, 0.445, 0.363, 0.039], "lumo_ev": [-7.2, -7.6], "s2": 3.79, "total_energy_ha": -7915.86505, "homo_ev": [-12.977, -12.981], "homo_lumo_gap_ha": [0.2119, 0.1974], "charge": 2, "multiplicity": 4}

=====

{"formula": "C7H12NO2", "method": "ωB97M-V/def2-TZVPD", "species": ["C", "C", "C", "C", "C", "C", "C", "N", "O", "O", "H", "H", "H", "H", "H", "H", "H", "H", "H", "H", "H", "H"], "xyz": [[6.269, 0.422, 0.320], [1.589, 0.632, 0.037], [-2.643, -0.960, -0.986], [-2.327, 0.117, 1.391], [-3.574, 1.299, -0.380], [4.907, -1.450, -0.134], [-2.735, 0.113, -0.019], [5.556, -0.369, -0.168], [0.464, 0.555, -0.124], [2.731, 0.686, 0.131], [6.401, 1.428, 0.545], [-2.809, -0.512, -1.896], [-1.671, -1.531, -1.049], [-3.408, -1.770, -0.771], [-3.267, -0.023, 1.936], [-1.745, 1.030, 1.687], [-1.701, -0.772, 1.556], [-4.476, 0.997, -0.771], [-3.575, 2.120, 0.304], [-3.293, 1.875, -1.190], [4.671, -2.077, 0.714], [4.635, -1.808, -1.131]], "forces_ev_per_a": [[2.46, 0.83, -0.45], [2.67, 0.04, -0.18], [1.18, -1.89, 1.41], [1.79, -1.27, -0.70], [2.32, -0.43, 1.54], [-1.76, -2.18, -2.63], [-1.46, 1.90, 0.77], [-0.38, -0.49, 1.86], [-3.28, -0.18, -0.15], [0.45, 0.25, 0.35], [-0.44, 1.38, 0.45], [-0.72, 0.44, -2.39], [-0.79, 0.72, 0.61], [0.50, 0.95, -0.07], [-0.04, 0.41, 0.26], [-0.98, -0.58, -0.23], [-0.14, 0.34, 0.35], [-2.62, -0.99, -0.34], [-0.60, -0.18, 1.36], [1.63, 0.58, -2.59], [0.24, 0.62, 0.32], [-0.04, -0.27, 0.43]], "mulliken_charge": [-0.207, 0.662, -1.180, -1.261, -1.519, -0.581, 1.211, -0.082, -0.384, -0.304, 0.311, 0.420, 0.384, 0.367, 0.448, 0.397, 0.345, 0.483, 0.398, 0.520, 0.303, 0.269], "lumo_ev": -6.3, "total_energy_ha": -478.73038, "homo_ev": -9.225, "homo_lumo_gap_ha": 0.1073, "charge": 1}